C13H20Cl2N4O6W | ωB97M-V/def2-TZVPD

Properties
Net charge ... +4
HOMO-LUMO gap ... 6.778 eV
Energy relative to the best compared isomer or geometry (same formula, charge and spin) ... 4.5597 eV
HOMO ... -0.8156 Ha
Multiplicity ... 1

```
46
Properties=species:S:1:pos:R:3:forces:R:3
W 0.062895 0.092652 -0.239757 0.4 0.1 0.0
N -0.950074 0.034575 -2.276876 0.2 0.2 0.0
C -2.244600 0.749121 -2.335246 -0.1 0.1 0.0
C -2.832220 0.732311 -0.952332 0.1 0.1 -0.1
O -3.954124 0.856196 -0.642569 0.0 0.0 0.1
N -1.764173 0.494492 0.091356 -0.5 -0.4 -0.1
C -2.350827 0.177486 1.396292 0.0 -0.1 0.1
C -1.650167 -1.078745 1.849560 -0.2 -0.1 -0.1
O -1.886152 -2.060062 2.390639 0.1 0.1 0.1
O -0.218279 -0.845372 1.264301 0.1 0.1 -0.2
H -0.324646 0.338384 -3.027974 0.0 0.0 0.0
H -1.124204 -0.949027 -2.480550 -0.1 0.0 0.1
H -2.940957 0.271736 -3.026154 0.0 0.0 0.0
H -2.127893 1.786355 -2.654571 0.0 0.0 0.0
H -3.426829 0.013041 1.330652 0.0 0.0 0.0
H -2.155666 0.961846 2.136490 0.0 0.0 0.0
O 0.151507 2.106800 -1.137769 -0.1 0.0 0.0
C 0.449183 3.337541 -0.403178 0.0 -0.1 0.0
C 0.922910 2.893137 0.934758 -0.1 0.0 -0.1
C 1.403341 3.816473 1.835637 0.0 0.0 0.1
C 1.787466 3.399024 3.103373 0.0 0.0 -0.1
C 1.665036 2.048283 3.417548 0.0 0.0 0.0
C 1.186984 1.176172 2.473816 0.0 -0.1 0.0
N 0.807611 1.567450 1.219390 0.1 0.0 0.0
H 0.065105 2.311735 -2.078519 0.0 0.1 0.0
H -0.467624 3.926478 -0.337764 0.0 0.0 0.0
H 1.212847 3.890412 -0.951015 0.0 0.0 0.0
H 1.469671 4.858744 1.547184 0.0 0.0 0.0
H 2.169701 4.108623 3.827613 0.0 0.0 0.0
H 1.943723 1.666834 4.391158 0.0 0.0 0.0
H 1.105046 0.126910 2.706766 0.0 0.0 0.0
Cl 2.869707 -0.845410 0.680245 0.1 0.0 0.0
C 3.627375 -0.465169 -0.868449 0.0 0.0 0.0
Cl 2.402896 0.445159 -1.842551 -0.1 0.1 0.1
H 3.878523 -1.370813 -1.409195 0.0 0.0 0.0
H 4.472404 0.200776 -0.722741 0.0 0.0 0.0
N -0.795713 -5.135888 -0.872604 0.0 0.0 0.0
C 0.270789 -4.086756 -0.947348 0.1 0.1 -0.3
C -0.340418 -2.697436 -0.988562 -0.1 0.1 0.5
O 0.547949 -1.690552 -1.033717 -0.3 -0.1 0.0
O -1.529481 -2.498509 -0.896725 0.1 -0.2 -0.1
H -0.400851 -6.034334 -0.564436 0.0 0.0 0.0
H -1.240804 -5.306874 -1.782291 0.0 0.0 0.0
H -1.546655 -4.882480 -0.219510 0.0 0.0 0.0
H 0.881691 -4.274609 -1.831754 0.0 0.0 0.0
H 0.917981 -4.166711 -0.072607 0.0 0.0 0.0
```
Positions in Å, forces in eV/Å.

=====

C6H9KNaO2 | ωB97M-V/def2-TZVPD

Properties
<S²> ... 0.780
Net charge ... 0
HOMO-LUMO gap (alpha / beta) ... 3.949 / 3.910 eV
Energy relative to the best compared isomer or geometry (same formula, charge and spin) ... 0.3298 eV
HOMO (alpha / beta) ... -0.2070 / -0.2071 Ha
Multiplicity ... 2

```
19
Properties=species:S:1:pos:R:3:forces:R:3
C -0.959612 1.602905 0.139365 0.8 0.7 -0.2
H -0.879838 0.789981 0.869435 0.1 0.2 -0.5
H -0.936577 1.359797 -0.926435 -0.5 -0.2 0.4
C -0.602228 -2.839425 -1.545547 0.9 -0.9 -0.6
C 0.473434 -2.879365 -0.650532 -1.2 0.6 0.0
C 1.376379 -1.826189 -0.487384 -0.2 0.3 0.4
O 2.002791 -1.585354 0.643556 0.8 -0.2 0.2
Na 2.961409 -3.495907 1.028615 -0.4 0.4 -0.3
H -0.529320 -2.225567 -2.447634 -0.3 0.0 0.4
H -1.310678 -3.669598 -1.559087 0.1 0.4 0.0
H 0.343780 -3.589769 0.179861 0.3 0.2 0.0
H 1.419556 -1.028395 -1.248850 -0.1 -0.4 0.1
H 0.097844 3.548049 -0.333751 -0.1 -0.3 0.1
O 0.658544 2.910111 1.574632 -0.2 0.0 0.0
C -0.202991 2.926681 0.528957 0.1 -0.9 0.3
C -1.701381 2.822334 0.651105 -0.2 0.2 0.1
H -2.094929 2.750737 1.668223 0.0 0.0 -0.3
H -2.327204 3.361121 -0.066284 0.1 -0.1 0.3
K 2.211021 1.067860 1.981762 -0.5 0.1 -0.4
```
Positions in Å, forces in eV/Å.